No. 1
Here is a structure of composition C25H42ClN7O2Rh from OMol25. Energies are from ωB97M-V with the def2-TZVPD basis set.

Summary:
Energy above the lowest of the compared OMol25 structures with the same formula, charge and spin ... 8.6 kcal/mol
Expectation value of S² ... 6.022
Multiplicity ... 5
Total charge ... +3
LUMO (spin up / spin down) ... -7.045 / -10.878 eV

The geometry in XYZ format:
```
78
Properties=species:S:1:pos:R:3:mulliken_spin:R:1
Rh -0.3185 2.7052 1.5201 2.393
Cl 3.6954 -2.6622 -6.8349 0.172
O 0.4899 3.4964 3.9912 0.245
O 0.3135 -3.1137 1.1958 0.004
N -1.2328 -1.2578 -0.0750 0.004
N 2.0661 3.1006 1.1216 0.057
N -1.1501 -0.5855 -1.2379 0.006
N 5.0069 4.6827 2.9728 0.001
N -0.6564 0.7613 0.4759 0.005
N -1.5228 4.0940 0.3291 0.054
N -2.7561 3.9522 -0.2027 -0.015
C 0.1542 -6.0906 0.3939 0.001
C 1.7877 -1.9743 -5.0789 0.063
C -4.6567 5.2554 -1.1508 0.000
C 2.8207 3.7797 2.1770 -0.010
C -0.4626 -3.6392 0.1245 0.015
C -0.1920 -3.8972 -2.5043 0.083
C -1.6394 -2.6545 -0.0067 0.004
C 2.5373 -4.3222 -5.0790 0.072
C 0.0028 5.9617 0.8456 0.024
C -1.2821 5.4096 0.3253 -0.004
C 4.2863 4.0555 1.8124 0.006
C -1.5567 2.4207 4.6214 0.100
C -1.5594 -5.0914 1.8951 0.000
C -0.5128 2.9111 3.6700 0.105
C -2.3659 6.0941 -0.2311 0.017
C -0.9943 -5.0759 0.4619 0.003
C 0.4592 -3.5940 -1.1275 0.041
C 0.7954 -3.5867 -3.5728 0.121
C -3.3011 5.1315 -0.5576 0.003
C 0.9036 -2.2648 -4.0828 0.063
C -2.1174 -5.5244 -0.4796 0.000
C -0.7997 0.6258 -0.8738 0.029
C -0.9107 -0.4541 0.9383 -0.004
C 1.6470 -4.5971 -4.0828 0.050
C 2.6167 -3.0039 -5.5902 0.281
H -2.4232 -4.4353 2.0044 0.000
H 0.2351 -1.5022 -3.7035 0.002
H -3.0161 -4.9178 -0.3624 0.000
H 6.0048 4.7909 2.7778 0.000
H 1.8447 -0.9812 -5.5028 -0.001
H -0.1919 -7.0488 0.7791 0.000
H -2.1439 1.6064 4.2071 -0.007
H -2.2280 3.2590 4.8296 -0.004
H 4.9176 4.1201 3.8227 0.000
H -1.0876 2.1270 5.5619 0.014
H 4.8051 3.1348 1.5501 0.001
H -2.2605 -2.7455 0.8808 -0.001
H 0.7748 5.8899 0.0748 -0.001
H 0.9047 -3.7971 1.5303 0.000
H -1.0860 -3.2904 -2.6518 0.012
H 2.7694 3.1587 3.0728 0.000
H 2.1047 3.6185 0.2498 -0.001
H 1.5656 -5.6089 -3.7063 -0.002
H 1.0129 -5.7980 1.0051 0.000
H -2.4663 7.1574 -0.3674 0.001
H -0.6823 1.4432 -1.5666 -0.002
H -1.8231 -5.5203 -1.5281 0.001
H -1.8957 -6.1008 2.1300 0.000
H -0.1190 7.0111 1.1033 0.000
H -0.9078 -0.7530 1.9726 -0.001
H 2.3204 4.7228 2.4007 0.002
H -4.7650 4.6235 -2.0331 0.000
H 1.2767 -4.2984 -0.9687 0.004
H 3.1661 -5.0998 -5.4922 -0.002
H -0.4552 -4.9507 -2.5736 0.019
H 0.3129 5.4098 1.7356 -0.015
H -0.8155 -4.8070 2.6367 0.000
H 2.4320 2.1706 0.9506 -0.002
H -5.4219 4.9641 -0.4297 0.000
H 4.3514 4.7467 0.9731 0.000
H -4.8436 6.2848 -1.4431 0.000
H 0.4948 -6.2600 -0.6292 0.000
H 4.6328 5.6109 3.1860 0.000
H 0.9084 -2.5968 -1.1470 -0.007
H -3.1753 3.0457 -0.3161 -0.003
H -2.3905 -6.5497 -0.2304 0.000
H -2.2318 -2.8820 -0.8865 0.002
```

=====

No. 2
Here is the molecule C25H42N4O6 from OMol25. Energies are from ωB97M-V with the def2-TZVPD basis set.

Summary:
Energy above the lowest of the compared OMol25 structures with the same formula, charge and spin ... 3.0 kcal/mol
SMILES ... CC(C)C[C@H](NC(=O)c1nc[nH]c1C(=O)N[C@@H](CC(C)C)C(=O)OC(C)(C)C)C(=O)OC(C)(C)C
Total charge ... 0
LUMO ... 0.652 eV

The geometry in XYZ format:
```
77
Properties=species:S:1:pos:R:3:mulliken_charge:R:1
O -2.7978 0.9889 1.1555 0.038
O 3.5931 -0.4419 -1.3830 -0.242
O 2.4562 -2.2025 -0.5461 -0.635
O -3.7657 -2.9003 1.8418 -0.803
O -3.3923 1.5891 3.2482 -0.616
O -0.2203 -0.7977 -0.2367 -0.885
N 0.3842 -1.8108 -2.1807 0.219
N -1.3996 -3.7467 -1.9105 -0.688
N -2.0839 -1.3714 1.6949 0.445
N -2.9397 -4.1733 -0.4106 -0.043
C 5.6033 0.6534 -0.8480 -1.859
C 0.4869 2.4075 -3.9564 -1.524
C -2.3081 -3.0416 0.0173 -0.374
C -0.3405 -1.7074 -1.0512 -0.150
C 1.2393 0.4856 -2.5617 -0.672
C -2.3600 -4.5567 -1.5644 -0.546
C 1.2023 -0.4445 3.5810 -1.898
C 0.6124 0.8852 -3.9015 0.838
C -4.6147 2.5411 0.6556 -1.871
C -1.3056 -0.4937 3.8526 -1.825
C -2.4644 -0.5996 2.8483 0.086
C -0.1011 0.3092 3.3229 2.569
C -0.7558 0.2445 -4.1210 -1.088
C 5.4167 -1.8328 -0.5319 -1.676
C -2.9491 0.7991 2.4540 0.030
C -0.0458 1.6918 3.9715 -1.800
C -2.7924 -2.4222 1.2720 0.586
C 4.1491 -0.2666 0.9855 -1.853
C -2.7521 1.9953 -0.9526 -1.386
C 4.6876 -0.4949 -0.4246 1.829
C -3.1240 2.2438 0.5093 1.580
C -1.3394 -2.7829 -0.9407 1.301
C 1.5569 -1.0109 -2.4382 -0.377
C -2.2746 3.3699 1.0964 -1.712
C 2.5827 -1.2906 -1.3192 0.200
H -2.8852 2.9011 -1.5370 0.551
H -1.2201 3.1082 1.0400 0.312
H 3.4919 -1.0812 1.2759 0.433
H -1.6885 -0.0299 4.7624 0.456
H 6.4666 0.7009 -0.1912 0.421
H 4.9751 -0.2106 1.6890 0.507
H 2.1748 1.0327 -2.4387 0.441
H -2.4430 4.2857 0.5366 0.477
H -1.2092 0.6358 -5.0294 0.509
H -2.6568 -5.4218 -2.1231 0.477
H 5.9427 0.5038 -1.8695 0.432
H -3.7028 -4.5892 0.1042 0.231
H -4.8698 3.4273 0.0810 0.450
H 3.5877 0.6646 1.0217 0.417
H 0.5742 0.7607 -1.7432 -0.287
H -0.2004 0.4370 2.2406 -0.813
H -3.3082 -1.1178 3.3225 0.782
H -4.8641 2.7117 1.6994 0.417
H 1.2828 0.5647 -4.7081 0.284
H -3.3765 1.2077 -1.3669 0.466
H -0.9929 2.2110 3.8555 0.334
H 0.1641 1.6000 5.0356 0.438
H 1.4576 2.8809 -3.8277 0.413
H -0.6774 -0.8343 -4.2180 0.310
H 2.0540 0.1494 3.2580 0.403
H -2.5403 3.5405 2.1360 0.421
H 5.0669 1.5971 -0.7965 0.399
H 4.7602 -2.6465 -0.2369 0.342
H 0.2354 -2.6692 -2.6938 0.437
H 2.0092 -1.3607 -3.3731 0.669
H 1.3168 -0.6571 4.6423 0.384
H -1.3282 -1.0193 1.0983 0.031
H 5.7466 -1.9990 -1.5553 0.387
H -0.9962 -1.5113 4.0964 0.490
H 0.0774 2.7226 -4.9133 0.446
H 6.2850 -1.8270 0.1208 0.476
H 1.2140 -1.3831 3.0320 0.436
H -1.7146 1.6757 -1.0089 0.046
H 0.7383 2.2968 3.5205 0.395
H -5.2006 1.7009 0.2888 0.373
H -0.1750 2.7594 -3.1684 0.220
H -1.4157 0.4668 -3.2860 -0.013
```

=====

No. 3
Here is a structure of composition C25H43BrCoN2P2 in a non-equilibrium geometry from OMol25. Energies are from ωB97M-V with the def2-TZVPD basis set.

Summary:
Energy above the lowest of the compared OMol25 structures with the same formula, charge and spin ... 8.1 kcal/mol
Expectation value of S² ... 3.828
Multiplicity ... 4
Total charge ... +2
LUMO (spin up / spin down) ... -6.942 / -9.188 eV

The geometry in XYZ format:
```
74
Properties=species:S:1:pos:R:3:mulliken_spin:R:1
Br -3.9197 1.3456 -5.3188 0.004
Co 0.1696 -0.6672 0.0898 1.888
P -2.4364 2.0669 0.6769 0.556
P 1.2655 -0.4689 1.8197 0.142
N -1.6947 -1.6037 0.3884 0.054
N 4.2102 -3.8783 -2.9526 -0.023
C 0.3599 -0.7744 3.4166 -0.002
C -3.0900 1.4121 -0.8851 0.116
C -2.4809 0.8552 -4.2678 0.028
C -0.4447 1.4100 -3.0678 0.043
C 0.6987 -0.2821 -1.6157 0.089
C 3.0271 -4.4719 -2.7862 0.010
C 2.1122 -2.4875 -1.7197 0.016
C 4.3881 -2.6286 -2.5263 0.010
C 3.3753 -1.8834 -1.8893 -0.032
C -3.4494 1.1717 3.1181 0.047
C 2.8612 -1.3963 1.9566 -0.005
C 1.9630 -3.8354 -2.1267 -0.027
C 1.2154 -0.7188 4.6727 0.009
C -0.7899 2.7099 0.2611 0.158
C 2.7869 -2.9026 1.7367 -0.006
C -0.3816 0.0867 -2.5810 0.036
C -2.3482 -0.4866 -3.8754 -0.016
C 1.8714 1.2455 2.1354 -0.010
C -1.4972 1.7935 -3.9001 -0.009
C 0.9093 -1.7227 -1.2738 -0.253
C -1.3032 -0.8750 -3.0366 0.033
C 2.6246 1.8191 0.9523 0.006
C -0.7885 4.2302 0.4836 0.039
C -3.8900 2.5319 -1.5683 0.044
C -2.5135 0.8155 1.9654 0.123
H 3.5278 -0.9527 1.2020 0.000
H 3.5850 -0.8597 -1.5830 -0.002
H -2.2397 1.0872 -1.4999 -0.006
H -1.5479 4.7301 -0.1350 -0.002
H -3.3115 0.4607 3.9389 -0.003
H -4.6338 2.9397 -0.8716 -0.019
H 2.9778 2.8304 1.1797 0.000
H -4.4971 1.1142 2.8002 0.000
H 1.0300 -4.3773 -1.9765 -0.001
H 3.5064 1.2150 0.7181 0.000
H -0.4221 -0.0086 3.5030 0.000
H 3.7942 -3.2864 1.5260 0.000
H -0.5605 2.4382 -0.7835 -0.009
H 2.4940 1.2233 3.0357 0.001
H 2.0009 1.8724 0.0522 -0.003
H -3.0372 -1.2300 -4.2625 0.000
H 0.9914 1.8482 2.3911 0.014
H -1.1862 -1.9322 -2.7758 0.004
H 2.1519 -3.1517 0.8786 0.003
H 0.1893 4.6541 0.2325 0.000
H -2.9092 -0.1020 1.5135 0.007
H -3.2413 3.3530 -1.9010 0.004
H 0.5600 -0.7311 5.5515 0.000
H -1.4863 0.6511 2.3274 0.004
H -0.0434 2.2265 0.9085 -0.025
H 2.8967 -5.4853 -3.1772 0.000
H -0.1491 -1.7410 3.2959 -0.002
H -2.4305 -1.0104 -0.0156 -0.014
H -4.4120 2.1547 -2.4524 0.007
H 1.7977 0.2082 4.7232 0.000
H -1.7743 -2.5381 -0.0111 0.010
H -3.2468 2.1800 3.4922 -0.004
H 1.5975 0.3571 -1.6748 -0.016
H 2.4134 -3.4442 2.6139 0.000
H 5.3735 -2.1868 -2.7084 0.000
H -1.8571 -1.6902 1.3954 -0.001
H 0.3475 2.1127 -2.7944 -0.002
H -1.5675 2.8181 -4.2484 0.001
H 1.8938 -1.5744 4.7467 0.000
H -3.7235 0.5311 -0.6922 -0.013
H 3.2992 -1.1751 2.9417 0.000
H 0.0306 -2.4032 -1.2252 0.002
H -0.9917 4.4639 1.5387 -0.001
```